The following is a quantum chemistry calculation of a structure of composition C16H46B4F12N4O12S4Zn2 at a distorted geometry, from OMol25.

Computed properties:
net charge	-2
ΔE to the lowest compared entry with this formula, charge and spin	410.6	kcal per mole
HOMO-LUMO gap	1.6	eV
energy	-223328.0333	eV
multiplicity	1

Each line ends with the Mulliken charge.
Positions of all 100 atoms, in Å:
1 S 23.7577 -20.1052 -9.7430  0.942
2 H 16.2862 -18.7937 -8.4197  -0.221
3 C 21.1244 -26.9790 -5.6464  -0.845
4 H 19.3080 -25.6296 -2.4214  0.225
5 O 10.7570 -29.1089 -13.0407  -0.649
6 H 8.9562 -14.4615 -9.2988  0.381
7 S 9.6618 -28.5572 -12.1530  1.071
8 F 13.9269 -27.7108 -12.0227  -0.236
9 C 23.0338 -21.3131 -11.1136  0.628
10 N 9.9312 -26.9837 -11.8977  -0.448
11 H 9.2239 -15.4225 -5.1660  0.347
12 H 21.9694 -24.3088 -0.6099  0.332
13 H 20.4921 -17.7880 -4.0863  -0.185
14 H 19.1480 -26.4429 -4.2057  0.206
15 C 23.8523 -16.5417 -9.2267  0.657
16 C 8.0323 -28.6697 -13.2820  0.567
17 H 19.8714 -22.6727 -2.4964  0.273
18 C 9.3870 -10.4669 -8.1470  -0.872
19 H 12.1356 -17.6008 -13.2499  -0.112
20 B 15.4446 -19.0181 -7.7828  0.369
21 F 25.0989 -17.0330 -9.1993  -0.195
22 H 21.6642 -27.0569 -4.7027  0.286
23 O 11.8087 -28.4893 -10.4276  -0.569
24 C 10.1573 -17.9754 -5.4330  -0.847
25 H 13.6021 -18.4746 -12.7729  -0.087
26 H 8.2464 -12.3968 -7.0470  0.371
27 H 14.9450 -18.0833 -7.5810  -0.233
28 F 23.8576 -15.3305 -9.7743  -0.217
29 C 12.8793 -26.8932 -12.1879  0.654
30 S 22.7205 -17.6720 -10.3449  0.943
31 H 13.6173 -16.9869 -13.8594  -0.100
32 H 11.6225 -14.1435 -5.9344  0.359
33 F 7.9394 -27.5293 -14.0211  -0.220
34 H 8.6175 -10.1672 -8.8585  0.332
35 C 19.8616 -24.7183 -2.1952  -0.686
36 O 9.2491 -29.4421 -11.0723  -0.620
37 H 9.7553 -18.7140 -6.1265  0.301
38 H 9.3128 -17.8019 -4.7660  0.321
39 C 22.1176 -24.3657 -1.6883  -0.814
40 H 15.8623 -19.4498 -6.8865  -0.284
41 H 18.4756 -24.3490 -6.1700  0.282
42 H 8.2971 -14.8125 -7.7850  0.287
43 H 19.7977 -24.7183 -1.1070  0.532
44 N 10.4291 -14.4451 -7.7578  -0.353
45 H 10.1502 -13.3124 -5.9525  0.316
46 H 18.2241 -23.2311 -2.8002  0.383
47 C 10.5993 -14.2441 -6.2964  -0.604
48 C 19.2778 -23.4833 -2.9190  -0.525
49 H 20.7730 -27.9821 -5.8881  0.372
50 F 22.8912 -20.7655 -12.2758  -0.203
51 F 12.3623 -27.1220 -13.4456  -0.235
52 H 22.3135 -23.3484 -2.0271  0.327
53 C 18.5300 -24.5798 -5.1062  -0.608
54 H 10.8315 -15.5561 -4.5839  0.448
55 O 21.3998 -17.0441 -10.2043  -0.627
56 H 14.7291 -19.6683 -8.2619  -0.253
57 N 22.5680 -19.1528 -9.4721  -0.395
58 O 23.3874 -17.7130 -11.6934  -0.539
59 H 21.9839 -26.9347 -6.3154  0.320
60 F 8.1370 -29.7856 -14.0034  -0.201
61 H 23.0299 -24.9224 -1.9026  0.251
62 S 11.4046 -27.2386 -11.0043  1.041
63 B 8.4719 -20.0967 -9.9723  0.101
64 H 9.3321 -20.1524 -10.6213  -0.167
65 H 7.8987 -12.3939 -8.7459  0.487
66 C 9.0335 -14.1600 -8.2542  -0.747
67 C 10.2502 -15.5618 -5.5059  -0.703
68 F 23.3909 -16.4853 -7.9874  -0.232
69 C 8.6846 -12.6096 -8.0221  -0.560
70 H 8.5825 -20.9041 -9.2651  -0.069
71 O 10.4073 -16.8246 -6.2186  -0.233
72 H 18.2967 -26.6581 -5.6471  0.511
73 H 11.0009 -13.7237 -8.1734  0.345
74 H 9.2282 -9.9428 -7.2046  0.333
75 H 17.5460 -24.2823 -4.7437  0.356
76 H 19.5740 -16.5667 -5.0101  -0.176
77 H 20.4379 -24.3065 -4.3621  0.357
78 O 9.7809 -11.8502 -8.1976  -0.328
79 C 19.0347 -25.9964 -5.1936  -0.470
80 Zn 19.2616 -19.4117 -6.7064  1.048
81 B 19.7130 -17.0423 -4.0516  0.130
82 O 20.1707 -26.0207 -6.0408  -0.331
83 H 10.2472 -9.8882 -8.4836  0.308
84 H 7.5363 -20.0628 -10.5085  -0.118
85 B 13.1860 -17.5103 -13.0202  0.043
86 H 13.3094 -16.9531 -12.1045  -0.199
87 H 20.0480 -16.3448 -3.2996  -0.038
88 F 23.8146 -22.4216 -11.3185  -0.247
89 F 6.9509 -28.8033 -12.4433  -0.226
90 H 11.0163 -18.1681 -4.7903  0.298
91 O 24.0677 -20.8517 -8.5756  -0.641
92 O 11.6693 -26.2118 -9.9910  -0.710
93 H 8.6240 -19.1756 -9.4311  -0.266
94 N 19.6210 -23.7135 -4.3937  -0.398
95 F 13.2976 -25.6080 -12.0536  -0.219
96 O 21.2381 -25.0142 -2.5419  -0.302
97 O 24.9225 -19.5583 -10.4272  -0.593
98 F 21.7679 -21.7719 -10.8159  -0.262
99 H 18.7515 -17.4611 -3.7980  -0.164
100 Zn 11.8347 -18.1399 -9.3111  0.946

Forces on atoms 1 to 2 (eV/Å):
2.7 -1.1 -2.2
3.3 1.4 -3.6